7
Properties=species:S:1:pos:R:3 method="wB97M-V/def2-TZVPD" gap_ev=9.1 molar_mass_da=204.9 largest_force_ev_per_a=3.3 energy_ha=-641.3318 homo_ev=-9.679
I 1.471 -1.433 -2.903
F -1.279 -0.899 -0.772
O -0.324 0.092 -0.318
O 0.763 -2.568 0.853
N 1.868 -2.257 -1.135
C 1.092 -2.280 -0.225
H -0.289 -0.246 0.681

***

16
Properties=species:S:1:pos:R:3 method="wB97M-V/def2-TZVPD" gap_ev="5.6 / 6.3" molar_mass_da=140.1 largest_force_ev_per_a=5.0 energy_ha=-504.8263 spin_multiplicity=3 total_charge=-1 homo_ev="-1.837 / -5.440"
O -0.084 -1.526 -2.648
N 0.125 3.685 -1.012
N -0.527 1.972 0.183
N 0.636 2.427 0.637
N 1.007 3.448 -0.050
N -0.135 -1.427 -0.103
C -0.405 -1.315 -1.471
C -0.801 2.748 -0.856
C -1.497 -0.859 -0.520
C 0.814 -0.756 0.745
H 0.442 -1.067 1.788
H -1.572 2.557 -1.507
H -2.239 -1.621 -0.236
H 1.882 -1.231 0.649
H -1.611 0.142 -0.511
H 0.628 0.318 0.741

***

20
Properties=species:S:1:pos:R:3 method="wB97M-V/def2-TZVPD" gap_ev=7.5 smiles="C[C@@H]1C=NC(=S)[C@@H](C)[NH2+]1" molar_mass_da=143.2 largest_force_ev_per_a=5.7 energy_ha=-742.5763 total_charge=+1 homo_ev=-12.762
S 2.322 2.276 -1.360
N -0.377 -0.453 -0.683
N 0.566 1.894 0.511
C 1.137 -0.100 -0.861
C -0.932 0.058 0.699
C 2.067 -1.172 -0.092
C -0.512 1.395 0.962
C -2.462 -0.154 0.608
C 1.278 1.334 -0.477
H -2.699 -1.165 0.646
H -0.326 -1.454 -0.966
H -0.901 0.142 -1.374
H -2.904 0.465 1.395
H 3.123 -1.194 -0.636
H -2.830 0.273 -0.349
H 1.219 -0.115 -1.978
H 1.756 -2.299 -0.226
H -0.648 -0.764 1.383
H -0.969 2.073 1.822
H 2.092 -1.039 0.975

***

11
Properties=species:S:1:pos:R:3 method="wB97M-V/def2-TZVPD" gap_ev=10.3 smiles=N#C[C@@H](S)CO molar_mass_da=103.1 largest_force_ev_per_a=11.1 energy_ha=-645.3683 homo_ev=-10.124
S -0.282 1.846 -0.254
O -1.843 -0.994 0.157
N 2.593 -0.453 -0.243
C 0.357 0.235 0.351
C 1.561 -0.075 0.100
C -0.414 -0.808 -0.428
H -0.660 -0.750 -1.556
H 0.294 -1.708 -0.148
H 0.378 2.579 0.833
H 0.190 0.437 1.552
H -2.174 -0.309 -0.365

***

91
Properties=species:S:1:pos:R:3 method="wB97M-V/def2-TZVPD" gap_ev=9.2 smiles="C[N+](=O)[O-].C[N+](=O)[O-].c1ccncc1.c1ccncc1.c1ccncc1.c1ccncc1.c1ccncc1.c1ccncc1.c1ccncc1" molar_mass_da=675.8 largest_force_ev_per_a=2.6 energy_ha=-2227.9857 homo_ev=-9.292
O 3.750 0.392 5.868
O 1.275 0.700 -1.061
O -0.856 0.401 -0.875
O 3.796 1.887 4.322
N 5.415 2.834 1.356
N 0.758 1.666 2.516
N -1.013 -2.587 3.068
N 1.648 -1.153 -6.897
N 0.293 0.126 -0.558
N 3.576 0.739 4.712
N -4.596 0.866 0.505
N -3.530 5.408 -1.631
N -1.481 -3.167 -2.516
C 0.500 -1.234 -6.164
C 2.749 -0.201 -4.987
C 0.130 -3.292 3.378
C -6.219 -0.955 0.187
C 1.578 -0.309 -4.286
C 1.524 2.618 1.858
C -0.196 -3.543 -2.588
C -4.012 -1.459 0.901
C -0.865 -5.876 -2.803
C -5.809 0.373 0.141
C -0.433 3.814 1.148
C 0.640 -3.270 4.662
C -0.010 -2.576 5.697
C -3.732 4.070 -1.445
C -5.334 -1.877 0.647
C -1.636 -1.888 4.046
C 3.904 2.034 -0.372
C -0.604 1.822 2.490
C -2.178 -5.501 -2.647
C 0.191 -4.910 -2.790
C 0.976 3.648 1.086
C 5.827 1.597 1.525
C -2.766 3.108 -1.714
C -1.514 3.461 -2.226
C -3.736 -0.090 0.851
C -1.256 4.839 -2.244
C 3.168 -0.277 3.681
C 4.497 3.016 0.410
C -1.157 -1.832 5.343
C 0.449 -0.965 0.448
C -1.207 2.856 1.788
C 0.385 -0.775 -4.854
C 2.723 -0.557 -6.337
C 4.394 0.699 -0.208
C 5.439 0.515 0.743
C -2.436 -4.126 -2.496
C -2.283 5.744 -2.013
H -4.681 3.933 -0.949
H -0.037 -1.837 0.011
H 4.163 4.038 0.312
H -0.820 4.772 0.833
H -3.268 -2.170 1.229
H 1.261 -5.057 -2.814
H -1.174 1.092 3.046
H 0.605 -3.913 2.633
H -2.962 2.073 -1.476
H -0.373 -1.706 -6.590
H -0.220 -0.680 1.259
H -5.588 -2.925 0.703
H 1.493 -0.986 0.761
H 6.708 1.506 2.142
H 1.541 -3.820 4.893
H -2.509 -1.302 3.801
H 2.388 -0.909 4.105
H -0.265 5.186 -2.498
H -0.569 -0.915 -4.368
H 2.561 2.728 2.139
H -3.465 -3.845 -2.328
H -2.915 -6.289 -2.685
H 1.700 -0.110 -3.231
H 5.888 -0.453 0.909
H 0.393 -2.472 6.694
H 4.054 -0.841 3.390
H 3.975 -0.107 -0.793
H -2.708 0.185 1.035
H 3.074 2.293 -1.013
H -2.047 6.793 -2.120
H 3.689 0.099 -4.547
H 0.505 -2.726 -2.677
H -2.278 2.981 1.844
H -0.822 2.669 -2.470
H -0.641 -6.915 -2.993
H 3.623 -0.544 -6.935
H 1.587 4.356 0.547
H -6.502 1.126 -0.204
H -1.689 -1.181 6.022
H 2.841 0.245 2.782
H -7.242 -1.187 -0.068

***

9
Properties=species:S:1:pos:R:3 method="wB97M-V/def2-TZVPD" gap_ev=7.0 molar_mass_da=90.1 largest_force_ev_per_a=2.8 energy_ha=-606.7059 total_charge=-1 homo_ev=-2.741
S 0.156 -2.402 1.902
O 1.520 -0.657 0.673
N 0.671 -0.856 1.527
C -0.394 0.529 -1.292
C -0.610 0.949 -0.067
H 0.471 0.969 -1.842
H -1.178 0.302 0.614
H 0.212 1.565 0.307
H -0.848 -0.400 -1.822

***

22
Properties=species:S:1:pos:R:3 method="wB97M-V/def2-TZVPD" gap_ev=9.8 molar_mass_da=103.2 largest_force_ev_per_a=0.4 energy_ha=-308.7709 total_charge=+1 homo_ev=-12.692
N 1.198 -0.735 -0.656
N -1.329 -0.373 0.665
C -1.585 -0.585 2.117
C 1.350 0.675 -0.799
C 0.635 1.352 -1.695
C -2.089 -1.297 -0.211
C 2.283 1.280 0.197
H -1.224 0.277 2.666
H -1.847 -1.088 -1.247
H -1.830 -2.320 0.053
H -1.549 0.589 0.409
H 3.299 0.937 0.025
H -1.013 -1.447 2.446
H -3.153 -1.160 -0.038
H 0.977 -1.170 -1.546
H 2.052 -1.163 -0.315
H 0.709 2.425 -1.778
H -2.645 -0.733 2.270
H 2.029 0.978 1.217
H -0.315 -0.489 0.439
H 0.018 0.807 -2.401
H 2.280 2.363 0.144

***

100
Properties=species:S:1:pos:R:3 method="wB97M-V/def2-TZVPD" gap_ev="5.3 / 7.5" molar_mass_da=662.9 largest_force_ev_per_a=2.2 energy_ha=-3223.1918 spin_multiplicity=5 homo_ev="-5.146 / -7.300"
Cr -0.187 -0.354 0.051
Si 0.765 -3.545 0.335
F 2.075 1.463 0.078
F 1.004 1.468 -1.873
F 0.202 2.568 -0.158
O 4.799 -1.695 -0.242
O 3.239 -0.223 -1.982
N -2.021 -0.501 -0.658
N -0.928 -0.074 1.870
C 1.283 -1.802 -0.261
C 5.614 0.593 -2.580
C -2.204 -0.143 -2.046
C 4.277 0.967 -2.035
C 5.106 -1.163 1.070
C 0.804 1.366 -0.494
C 0.586 2.729 4.640
C -2.425 2.339 2.372
C 6.587 -3.311 -0.677
C -1.809 -1.044 -3.060
C -3.163 2.085 -1.326
C -2.936 1.429 -3.732
C 1.294 1.560 4.398
C -2.928 -1.317 1.408
C 0.828 0.636 3.463
C 1.391 -4.769 -0.960
C -1.233 -2.386 -2.737
C -4.314 -1.340 -0.667
C 5.104 -3.087 -0.475
C -2.766 1.102 -2.386
C -1.121 2.069 3.061
C -2.546 0.537 -4.728
C -0.391 0.889 2.796
C -1.924 -0.880 2.276
C -1.984 -0.686 -4.396
C -1.052 -4.018 0.615
C 1.588 -3.880 1.997
C 1.559 -0.650 3.245
C -2.007 -1.259 3.727
C 3.227 -1.074 -3.257
C 2.595 -0.237 -4.303
C -3.032 -1.026 0.043
C 6.399 -0.390 1.038
C -0.607 2.988 3.971
H 2.623 -0.512 3.489
H -1.744 -3.694 -0.174
H -1.704 -3.152 -3.376
H 6.281 1.458 -2.526
H -1.168 3.907 4.154
H 2.670 -1.972 -2.985
H -2.692 0.806 -5.774
H 1.035 -4.503 -1.965
H 1.018 -5.776 -0.717
H 4.273 -1.314 -3.456
H -0.145 -2.413 -2.930
H 1.401 -1.753 -1.365
H 1.488 -1.010 2.205
H 1.185 -1.458 3.900
H 3.247 -0.830 -1.141
H -1.089 -1.767 4.062
H 4.297 1.317 -1.002
H -3.753 -1.866 1.855
H -3.740 2.898 -1.786
H 6.744 -4.324 -1.052
H 7.128 -3.217 0.265
H 6.585 0.037 2.022
H 2.224 1.340 4.938
H 6.097 -0.189 -1.991
H 2.590 -3.434 2.041
H 2.490 -4.791 -0.968
H -5.033 -1.727 0.064
H 4.708 -3.692 0.366
H -1.108 -5.123 0.652
H 7.238 -1.045 0.805
H -2.322 2.282 1.278
H -2.174 -0.387 4.378
H 6.352 0.419 0.303
H -3.388 2.392 -3.973
H -4.772 -0.466 -1.154
H -1.389 -2.689 -1.692
H 5.593 0.314 -3.633
H 1.686 -4.968 2.137
H -3.792 1.639 -0.542
H -3.224 1.643 2.674
H 2.209 -1.454 0.262
H 5.143 -1.981 1.821
H 6.998 -2.601 -1.407
H 4.529 -3.334 -1.371
H -2.844 -1.950 3.883
H 1.600 0.099 -3.996
H 3.206 0.633 -4.562
H 4.253 -0.513 1.307
H 0.987 -3.483 2.828
H 0.960 3.459 5.358
H 2.463 -0.823 -5.208
H -4.158 -2.112 -1.437
H -2.779 3.351 2.614
H -2.282 2.545 -0.851
H 3.711 1.644 -2.667
H -1.432 -3.633 1.574
H -1.684 -1.408 -5.165

***

67
Properties=species:S:1:pos:R:3 method="wB97M-V/def2-TZVPD" gap_ev="7.2 / 6.6" molar_mass_da=847.7 largest_force_ev_per_a=3.3 energy_ha=-2209.3661 spin_multiplicity=2 total_charge=+2 homo_ev="-13.987 / -13.889"
Ir -0.050 -0.193 1.035
I -2.931 0.428 3.800
O 5.984 -2.366 -1.862
O 0.402 3.206 0.719
O -1.029 -1.623 4.409
O -0.390 -1.035 -6.084
O -3.298 0.520 0.299
O 0.127 -1.543 2.516
N 1.870 -1.109 0.531
N 0.169 -0.165 -1.226
N 1.248 1.020 2.185
N -1.760 -1.290 0.450
N -1.182 1.487 0.567
C 2.304 -1.069 -0.743
C 0.989 -0.293 4.373
C -3.357 5.575 0.026
C 3.977 -2.025 1.190
C -2.059 5.087 0.193
C -1.624 -2.636 0.508
C -1.928 3.722 0.323
C -0.657 0.121 -3.451
C 2.699 -1.593 1.465
C -3.028 2.874 0.272
C -4.458 4.725 -0.007
C 1.010 1.055 3.659
C -4.315 3.342 0.109
C -0.081 -1.202 3.796
C -4.138 -1.626 0.326
C -3.973 -2.993 0.385
C 1.546 -0.692 -3.102
C 1.330 -0.605 -1.732
C 0.717 -0.398 -5.488
C -2.483 1.530 0.413
C -0.799 0.178 -2.084
C 4.449 -1.956 -0.117
C -3.003 -0.833 0.365
C 3.586 -1.470 -1.087
C 0.550 -0.317 -3.988
C -0.736 2.882 0.550
C -2.685 -3.506 0.472
C 5.837 -2.407 -0.464
H -5.107 -1.155 0.266
H 6.866 -2.665 -2.105
H 0.036 1.530 3.795
H -1.478 0.399 -4.097
H 1.667 -0.874 -5.743
H 1.162 1.976 1.836
H 5.987 -3.415 -0.063
H 0.744 0.618 -5.888
H -1.203 5.746 0.220
H 0.782 -0.116 5.427
H -4.834 -3.647 0.366
H 2.482 -1.076 -3.481
H 6.550 -1.742 0.039
H 2.207 0.753 1.974
H -5.446 5.147 -0.128
H -3.513 6.640 -0.077
H 3.934 -1.412 -2.105
H -1.732 0.514 -1.662
H -0.242 -1.985 -6.119
H -5.170 2.682 0.081
H -0.609 -2.993 0.594
H -2.503 -4.569 0.521
H 1.759 1.715 4.101
H 4.590 -2.420 1.990
H 1.957 -0.793 4.299
H 2.283 -1.667 2.457

***

20
Properties=species:S:1:pos:R:3 method="wB97M-V/def2-TZVPD" gap_ev=10.4 smiles="CNC(C)(C)C=[NH2+]" molar_mass_da=101.2 largest_force_ev_per_a=7.1 energy_ha=-307.4890 total_charge=+1 homo_ev=-14.415
N -1.986 -0.875 0.114
N 0.348 -0.768 -0.720
C -0.233 1.563 -0.948
C 1.047 0.937 1.106
C -1.469 0.204 0.553
C 0.978 -1.981 -0.024
C 0.039 0.390 0.032
H -1.140 2.122 -0.903
H -1.128 -1.399 -0.443
H 0.794 -0.395 -1.548
H -1.793 1.079 1.169
H 1.468 0.184 1.601
H -0.246 1.241 -2.076
H 0.562 1.521 1.762
H 1.778 1.516 0.697
H 0.511 2.276 -0.998
H 0.289 -2.489 0.481
H -2.971 -1.014 0.253
H 1.352 -2.545 -0.760
H 1.800 -1.566 0.652

***

63
Properties=species:S:1:pos:R:3 method="wB97M-V/def2-TZVPD" gap_ev="3.1 / 3.4" molar_mass_da=701.3 largest_force_ev_per_a=3.2 energy_ha=-3710.5419 total_charge=-2 homo_ev="0.912 / 0.594"
Y -0.345 0.257 -0.859
Cl 0.117 4.177 -4.274
Cl 4.380 1.348 -5.981
Cl 3.885 -0.742 -3.720
Cl 2.510 3.831 -6.235
S 2.281 -0.403 0.987
O 1.759 0.908 0.560
O -0.090 2.026 -2.269
O 1.445 -0.229 -2.151
N -1.073 1.580 0.927
N -0.036 -1.271 0.949
N -1.132 -0.033 2.697
C -5.804 -1.219 -1.442
C 4.159 -0.171 0.876
C -4.543 -0.844 -1.076
C -0.720 -1.239 2.152
C 3.065 1.564 -4.875
C -6.051 -1.945 -2.606
C 2.255 -0.334 2.857
C -1.219 1.267 2.256
C -3.383 -1.170 -1.879
C -1.452 3.894 1.508
C 1.728 0.697 -3.009
C 1.170 2.806 -4.109
C 2.492 -1.705 3.455
C 4.645 1.200 1.298
C 0.020 -3.688 1.171
C -1.169 2.894 0.618
C 2.814 0.617 -3.880
C -2.151 -0.777 -1.534
C 0.884 1.882 -3.102
C -1.653 3.560 2.870
C 2.236 2.657 -4.998
C -1.512 2.235 3.222
C -4.955 -2.311 -3.388
C -0.941 -2.372 2.918
C 0.253 -2.540 0.486
C -3.679 -1.960 -3.052
C -0.563 -3.628 2.462
H -2.849 -2.256 -3.680
H -1.042 3.122 -0.435
H -5.119 -2.897 -4.289
H 1.263 0.040 3.098
H -1.413 -2.268 3.888
H 2.461 -1.655 4.544
H -1.478 -0.145 3.642
H 0.742 -2.557 -0.485
H -1.529 4.920 1.175
H -4.375 -0.278 -0.167
H 4.353 -0.341 -0.182
H 0.268 -4.645 0.736
H -1.935 4.312 3.596
H 2.992 0.388 3.197
H 4.611 -0.975 1.455
H -0.715 -4.513 3.061
H 5.599 1.438 0.825
H 1.721 -2.392 3.116
H -7.059 -2.220 -2.895
H -1.621 1.927 4.257
H 4.780 1.276 2.378
H 3.904 1.935 0.983
H -6.646 -0.942 -0.811
H 3.462 -2.099 3.157

***

18
Properties=species:S:1:pos:R:3 method="wB97M-V/def2-TZVPD" gap_ev=5.5 molar_mass_da=134.2 largest_force_ev_per_a=2.7 energy_ha=-741.2125 homo_ev=-8.434
S 2.215 1.477 0.004
O -1.100 -1.242 -0.939
N -1.073 2.353 -0.175
N -0.244 -2.839 0.477
C -1.068 1.650 1.113
C -0.154 -1.683 -0.329
C 1.183 -1.031 -0.226
C 1.406 0.138 -0.926
H 2.156 0.135 -1.733
H -1.943 1.022 1.251
H 0.493 0.452 -1.426
H 1.798 -1.401 0.582
H -1.776 1.986 -0.781
H 0.572 -3.413 0.298
H -0.146 1.065 1.215
H -1.040 2.365 1.940
H -0.202 2.333 -0.590
H -1.077 -3.368 0.246